Computed, not measured: a molecular structure, C42H37MnN3O10P2S4 in a non-equilibrium geometry, with the ωB97M-V functional and the def2-TZVPD basis.

Results
Multiplicity = 2
Energy relative to the best compared isomer or geometry (same formula, charge and spin) = 9.12 kJ/mol
Total charge = -2
Energy = -162346.9160 eV

XYZ file:
```
99
C42H37MnN3O10P2S4 the ωB97M-V functional and the def2-TZVPD basis
Mn 0.23 -0.36 0.70
C 1.97 2.80 3.47
C 1.88 2.16 4.70
C 1.54 0.82 4.75
C 1.27 0.14 3.56
N 1.33 0.78 2.39
C 1.68 2.06 2.34
C 0.93 -1.30 3.46
C 1.14 -2.16 4.54
C 0.87 -3.51 4.40
C 0.43 -3.98 3.17
C 0.23 -3.11 2.11
C 0.46 -1.72 2.21
H 2.25 3.85 3.39
H 2.08 2.70 5.62
H 1.46 0.32 5.71
H 1.72 2.50 1.35
H 1.53 -1.80 5.49
H 1.04 -4.19 5.23
H 0.25 -5.05 3.03
H -0.07 -3.52 1.15
C -4.70 3.08 -5.24
C -3.45 2.66 -4.52
C -2.21 3.19 -4.86
C -1.06 2.83 -4.17
C -1.15 1.93 -3.12
C -2.38 1.39 -2.77
C -3.52 1.75 -3.46
S 0.32 1.40 -2.25
O 0.60 0.07 -2.74
O 1.31 2.42 -2.50
N -0.15 1.27 -0.73
C -0.67 2.38 -0.10
C -0.67 3.71 -0.51
C -1.34 4.69 0.24
C -2.01 4.41 1.40
C -2.01 3.07 1.87
C -2.64 2.67 3.07
C -2.57 1.37 3.48
C -1.84 0.45 2.70
N -1.24 0.79 1.59
C -1.33 2.08 1.15
H -4.47 3.48 -6.23
H -5.24 3.85 -4.69
H -5.38 2.24 -5.37
H -2.14 3.90 -5.68
H -0.10 3.25 -4.43
H -2.42 0.69 -1.94
H -4.47 1.33 -3.18
H -0.13 4.01 -1.39
H -1.31 5.71 -0.13
H -2.52 5.17 1.97
H -3.17 3.42 3.66
H -3.05 1.03 4.39
H -1.75 -0.58 3.00
C -4.27 -1.56 -1.75
C -3.47 -2.62 -1.00
O -3.91 -3.90 -1.45
P -3.88 -2.47 0.78
O -2.98 -3.52 1.56
O -5.32 -3.19 0.87
O -3.92 -1.11 1.33
P -1.62 -2.61 -1.28
O -1.43 -2.08 -2.78
O -1.32 -4.07 -1.21
O -0.93 -1.66 -0.35
H -5.33 -1.80 -1.68
H -3.96 -1.55 -2.79
H -4.11 -0.57 -1.31
H -3.10 -4.45 -1.39
H -2.07 -3.21 1.71
H -5.88 -2.61 1.39
H -0.77 -1.35 -2.80
O 2.19 -0.54 0.04
C 3.30 -0.96 -0.58
C 3.87 0.21 -1.42
C 4.25 1.41 -0.89
C 4.65 2.35 -1.87
C 4.56 1.85 -3.13
S 4.00 0.24 -3.13
C 4.39 -1.29 0.48
C 4.21 -1.10 1.82
C 5.37 -1.38 2.60
C 6.43 -1.77 1.83
S 6.01 -1.81 0.17
C 3.07 -2.21 -1.45
C 1.90 -2.88 -1.48
C 1.90 -4.03 -2.32
C 3.11 -4.22 -2.92
S 4.23 -3.00 -2.46
H 4.22 1.59 0.17
H 4.96 3.37 -1.65
H 4.77 2.36 -4.06
H 3.25 -0.78 2.19
H 5.41 -1.31 3.67
H 7.41 -2.07 2.16
H 1.06 -2.55 -0.90
H 1.04 -4.67 -2.44
H 3.40 -5.00 -3.61
```

Atomic partial charges in e from the Mulliken method, atoms 1 to 6: 0.96 -1.20 -0.80 -1.22 0.70 1.37

Computed, not measured: a molecular structure, C42H38Cl3InN6S2 in a non-equilibrium geometry, with the ωB97M-V functional and the def2-TZVPD basis.

Results
Energy relative to the best compared isomer or geometry (same formula, charge and spin) = 0.00 kJ/mol
Total charge = 0
Energy = -117521.2381 eV

XYZ file:
```
92
C42H38Cl3InN6S2 the ωB97M-V functional and the def2-TZVPD basis
In -24.20 4.28 0.51
S -26.27 8.80 4.35
C -26.59 10.37 4.96
C -25.69 11.31 4.46
C -24.74 10.74 3.56
C -24.96 9.38 3.36
C -24.26 8.45 2.50
C -24.91 7.36 1.96
N -24.42 6.51 1.09
C -23.00 6.72 0.59
C -22.27 7.83 1.26
C -20.89 8.03 0.95
C -20.10 7.33 0.12
C -20.29 6.02 -0.55
C -19.36 5.64 -1.53
C -19.33 4.37 -2.04
C -20.37 3.53 -1.65
N -21.32 3.87 -0.82
C -21.26 5.06 -0.22
C -18.34 3.84 -2.99
C -18.49 2.66 -3.69
C -17.30 2.25 -4.35
C -16.28 3.15 -4.23
S -16.74 4.48 -3.25
C -22.92 8.67 2.12
H -27.38 10.52 5.67
H -25.73 12.34 4.73
H -24.03 11.34 2.99
H -25.93 7.14 2.29
H -20.42 8.90 1.41
H -19.12 7.72 -0.09
H -18.59 6.35 -1.86
H -20.45 2.53 -2.07
H -19.40 2.04 -3.73
H -17.18 1.39 -4.99
H -15.32 3.17 -4.71
H -22.37 9.46 2.62
N -26.38 6.26 -2.83
C -26.13 5.66 -1.65
N -24.90 5.23 -1.58
C -24.26 5.61 -2.73
C -22.92 5.52 -3.13
C -22.56 6.04 -4.37
C -23.52 6.61 -5.19
C -24.86 6.71 -4.82
C -25.21 6.24 -3.56
H -27.26 6.66 -3.12
H -26.90 5.53 -0.93
H -22.15 5.08 -2.53
H -21.54 5.98 -4.71
H -23.24 6.94 -6.19
H -25.60 7.13 -5.46
C -25.91 4.27 5.09
C -26.36 3.30 4.03
C -27.34 2.30 4.24
C -27.66 1.41 3.24
C -28.71 0.38 3.56
C -27.07 1.48 1.96
C -26.06 2.44 1.72
C -25.76 3.30 2.78
N -25.38 2.60 0.51
C -25.22 1.51 -0.53
C -24.94 0.17 0.13
C -23.97 1.87 -1.35
C -26.47 1.43 -1.41
H -25.19 3.80 5.77
H -26.73 4.66 5.72
H -25.41 5.15 4.66
H -27.78 2.29 5.24
H -29.44 0.81 4.23
H -28.29 -0.52 3.98
H -29.25 0.14 2.64
H -27.43 0.80 1.22
H -24.98 4.06 2.67
H -24.15 0.29 0.85
H -24.57 -0.47 -0.66
H -25.79 -0.29 0.62
H -23.07 1.79 -0.72
H -24.00 2.86 -1.75
H -23.85 1.15 -2.15
H -27.39 1.12 -0.85
H -26.31 0.63 -2.13
H -26.68 2.36 -1.88
C -22.35 5.35 0.77
H -22.04 5.32 1.82
H -23.09 6.95 -0.47
Cl -21.82 4.26 4.81
C -21.64 2.52 4.53
Cl -22.58 1.63 5.70
Cl -19.93 1.99 4.60
C -22.15 2.25 3.16
N -22.57 2.05 2.10
```

Atomic partial charges in e from the Mulliken method, atoms 1 to 6: 0.47 -0.06 -0.51 -0.54 -0.61 0.02

Computed, not measured: a molecular structure, C42H38FN11O7Sn in a non-equilibrium geometry, with the ωB97M-V functional and the def2-TZVPD basis.

Results
Energy relative to the best compared isomer or geometry (same formula, charge and spin) = 0.00 kJ/mol
Total charge = +2
Energy = -83434.7102 eV

XYZ file:
```
100
C42H38FN11O7Sn the ωB97M-V functional and the def2-TZVPD basis
Sn 0.01 -0.11 -0.03
C -1.40 -0.91 5.35
N -0.89 -1.15 4.00
C -1.19 -0.53 2.88
N -0.51 -1.08 1.87
C 0.22 -2.08 2.48
N 0.00 -2.14 3.76
C -2.82 -1.38 5.58
C -3.38 -1.13 6.82
C -4.68 -1.53 7.10
C -5.43 -2.18 6.13
C -4.87 -2.43 4.89
C -3.56 -2.03 4.61
C -5.65 -3.12 3.87
N -6.79 -3.70 4.01
N -7.11 -4.22 2.76
C -6.14 -3.92 1.98
O -5.17 -3.21 2.61
C -6.00 -4.22 0.56
C -6.88 -5.12 -0.04
C -6.75 -5.41 -1.39
C -5.75 -4.82 -2.14
C -4.87 -3.92 -1.54
C -3.79 -3.34 -2.42
N -3.14 -2.14 -1.87
C -2.08 -2.05 -1.09
N -1.83 -0.75 -0.88
C -2.82 -0.09 -1.56
N -3.63 -0.91 -2.16
C -4.99 -3.63 -0.20
H -1.31 0.15 5.56
H -0.70 -1.44 6.01
H -1.87 0.31 2.82
H 0.88 -2.73 1.95
H -2.80 -0.62 7.59
H -5.11 -1.33 8.07
H -6.44 -2.49 6.33
H -3.14 -2.25 3.63
H -7.66 -5.57 0.56
H -7.44 -6.11 -1.85
H -5.66 -5.05 -3.19
H -4.20 -3.03 -3.38
H -2.99 -4.06 -2.60
H -1.49 -2.89 -0.75
H -2.92 0.98 -1.60
H -4.32 -2.93 0.29
C 3.70 -3.93 -5.40
C 4.09 -2.46 -5.33
C 4.08 -1.81 -6.69
C 4.53 -0.37 -6.59
C 3.65 0.37 -5.62
C 3.44 1.73 -5.75
C 2.58 2.39 -4.87
F 2.43 3.71 -5.02
C 1.90 1.75 -3.88
C 2.11 0.37 -3.73
C 1.43 -0.34 -2.68
O 0.51 0.29 -2.00
C 1.74 -1.68 -2.50
C 2.58 -2.31 -3.40
N 3.17 -1.69 -4.41
C 2.98 -0.32 -4.59
C 1.12 -2.51 -1.42
O 0.84 -3.67 -1.57
O 0.93 -1.87 -0.27
H 4.22 -4.38 -6.24
H 2.63 -4.05 -5.57
H 3.98 -4.50 -4.52
H 5.09 -2.37 -4.89
H 3.07 -1.87 -7.12
H 4.74 -2.37 -7.35
H 4.50 0.13 -7.56
H 5.56 -0.33 -6.24
H 3.93 2.29 -6.53
H 1.23 2.28 -3.22
H 2.78 -3.36 -3.28
C 2.72 4.06 -0.96
C 3.95 3.57 -0.20
C 3.63 2.54 0.91
C 4.92 2.08 1.61
C 4.69 1.04 2.70
C 2.76 3.25 1.94
O 3.14 4.15 2.62
N 1.38 2.86 2.03
C 0.87 1.90 1.28
O -0.39 1.65 1.17
N 1.63 1.11 0.51
C 2.98 1.33 0.24
O 3.57 0.59 -0.50
H 3.02 4.77 -1.74
H 2.02 4.59 -0.31
H 2.19 3.24 -1.45
H 4.45 4.41 0.29
H 4.66 3.10 -0.87
H 5.39 2.97 2.03
H 5.58 1.68 0.83
H 4.07 1.45 3.50
H 5.63 0.73 3.14
H 4.20 0.14 2.31
H 0.78 3.42 2.63
```

Atomic partial charges in e from the Mulliken method, atoms 1 to 6: 1.71 -1.19 0.89 -0.49 0.22 -0.78

Computed, not measured: a molecular structure, C42H38N7P2S2W, with the ωB97M-V functional and the def2-TZVPD basis.

Results
Multiplicity = 3
Energy relative to the best compared isomer or geometry (same formula, charge and spin) = 0.00 kJ/mol
Total charge = +3
Energy = -96655.3287 eV

XYZ file:
```
92
C42H38N7P2S2W the ωB97M-V functional and the def2-TZVPD basis
W -0.35 0.88 0.52
C 3.55 -0.05 4.75
S 1.77 -0.35 4.61
C 1.33 0.39 3.14
S -0.40 0.43 2.89
N 2.20 0.94 2.33
N 1.57 1.48 1.22
C 2.22 2.38 0.56
C 1.53 2.98 -0.59
C 2.09 3.99 -1.35
C 1.34 4.54 -2.39
C 0.06 4.06 -2.62
C -0.43 3.04 -1.82
N 0.28 2.51 -0.82
H 3.75 0.22 5.78
H 3.84 0.77 4.09
H 4.08 -0.96 4.48
H 3.20 2.70 0.88
H 3.09 4.34 -1.13
H 1.75 5.33 -2.99
H -0.55 4.46 -3.41
H -1.42 2.63 -1.98
N -3.61 2.16 0.86
C -2.68 3.01 1.43
C -3.18 4.17 2.03
C -2.33 5.04 2.65
C -0.97 4.73 2.69
C -0.55 3.57 2.09
N -1.38 2.70 1.44
C -3.52 1.20 -0.11
C -4.73 0.77 -0.67
C -4.72 -0.10 -1.73
C -3.49 -0.55 -2.22
C -2.36 -0.13 -1.59
N -2.33 0.72 -0.52
H -4.56 2.45 1.04
H -4.25 4.37 1.98
H -2.71 5.94 3.11
H -0.26 5.36 3.19
H 0.48 3.28 2.16
H -5.66 1.16 -0.28
H -5.65 -0.43 -2.17
H -3.42 -1.22 -3.06
H -1.40 -0.48 -1.93
N 0.43 -2.00 -0.70
P 1.14 -0.54 -1.13
C 2.92 -0.85 -1.08
C 3.81 -0.44 -0.09
C 5.15 -0.82 -0.16
C 5.61 -1.60 -1.21
C 4.72 -2.02 -2.20
C 3.39 -1.64 -2.14
C 0.82 -0.26 -2.88
C 1.39 0.85 -3.50
C 1.22 1.06 -4.86
C 0.48 0.15 -5.61
C -0.07 -0.97 -5.01
C 0.10 -1.18 -3.64
P -0.54 -1.71 0.65
C -2.16 -2.42 0.39
C -2.35 -3.46 -0.52
C -3.60 -4.04 -0.64
C -4.66 -3.58 0.14
C -4.47 -2.55 1.05
C -3.22 -1.96 1.17
C 0.24 -2.63 1.99
C 1.58 -3.00 1.88
C 2.16 -3.77 2.88
C 1.42 -4.15 3.99
C 0.09 -3.75 4.11
C -0.50 -3.00 3.12
H 0.87 -2.89 -0.88
H 3.48 0.10 0.78
H 5.83 -0.50 0.62
H 6.65 -1.88 -1.26
H 5.07 -2.63 -3.01
H 2.73 -1.95 -2.94
H 2.02 1.54 -2.93
H 1.67 1.92 -5.34
H 0.35 0.31 -6.67
H -0.62 -1.68 -5.60
H -0.32 -2.07 -3.18
H -1.53 -3.83 -1.13
H -3.76 -4.85 -1.34
H -5.63 -4.04 0.04
H -5.29 -2.20 1.66
H -3.07 -1.16 1.88
H 2.18 -2.71 1.03
H 3.19 -4.08 2.78
H 1.88 -4.76 4.76
H -0.48 -4.05 4.98
H -1.54 -2.72 3.22
```

Atomic partial charges in e from the Mulliken method, atoms 1 to 6: 1.43 -0.80 0.18 0.61 -0.54 -2.06

Computed, not measured: a molecular structure, C42H39Br2N4OPTi in a non-equilibrium geometry, with the ωB97M-V functional and the def2-TZVPD basis.

Results
Multiplicity = 3
Energy relative to the best compared isomer or geometry (same formula, charge and spin) = 187.17 kJ/mol
Total charge = +2
Energy = -224672.0975 eV

XYZ file:
```
90
C42H39Br2N4OPTi the ωB97M-V functional and the def2-TZVPD basis
Ti 0.52 0.06 0.43
C -3.12 0.18 -0.43
C -3.00 1.68 -0.66
C -4.13 2.43 0.05
C -1.66 2.26 -0.17
C -1.49 3.70 -0.69
O -0.34 3.61 -1.56
C 0.14 2.38 -1.52
N -0.46 1.56 -0.71
C 1.26 2.19 -2.48
C 1.07 2.87 -3.69
C 2.03 2.83 -4.69
C 3.19 2.10 -4.50
C 3.38 1.42 -3.31
C 2.44 1.45 -2.29
P 2.78 0.60 -0.70
C 3.76 -0.88 -1.14
C 4.68 -1.34 -0.20
C 5.42 -2.49 -0.44
C 5.25 -3.19 -1.62
C 4.32 -2.75 -2.56
C 3.57 -1.61 -2.32
C 4.08 1.60 0.12
C 5.09 2.24 -0.59
C 6.14 2.86 0.08
C 6.19 2.84 1.47
C 5.18 2.21 2.19
C 4.13 1.60 1.52
H -4.11 -0.16 -0.74
H -3.00 -0.06 0.63
H -2.38 -0.36 -1.02
H -3.07 1.86 -1.74
H -4.03 2.34 1.13
H -5.09 2.02 -0.24
H -4.14 3.49 -0.20
H -1.65 2.21 0.92
H -1.29 4.44 0.08
H -2.33 4.02 -1.30
H 0.16 3.42 -3.85
H 1.86 3.37 -5.61
H 3.95 2.06 -5.27
H 4.28 0.82 -3.19
H 4.83 -0.79 0.72
H 6.14 -2.83 0.29
H 5.82 -4.09 -1.82
H 4.18 -3.29 -3.48
H 2.84 -1.30 -3.05
H 5.07 2.28 -1.67
H 6.92 3.35 -0.49
H 7.02 3.30 1.99
H 5.21 2.21 3.27
H 3.35 1.12 2.08
C 3.63 -2.95 4.34
C 2.88 -2.60 3.09
C 2.50 -3.54 2.13
C 1.77 -3.18 1.00
C 1.46 -1.85 0.89
Br 0.31 -1.25 -1.72
N 1.86 -0.94 1.74
C 2.53 -1.27 2.85
H 3.93 -4.00 4.34
H 3.00 -2.78 5.21
H 4.52 -2.34 4.45
H 2.78 -4.58 2.26
H 1.45 -3.91 0.27
H 2.82 -0.48 3.53
Br -2.96 -6.09 2.58
C -2.29 -4.35 2.39
C -2.11 -3.82 1.11
C -1.63 -2.54 0.98
C -1.30 -1.76 2.11
C -1.50 -2.33 3.40
C -1.99 -3.60 3.53
N -0.75 -0.52 1.92
C -0.65 0.34 2.97
C 0.09 1.52 2.83
C 0.14 2.50 3.85
C 0.79 3.68 3.63
C 1.38 3.90 2.37
C 1.32 2.90 1.43
N 0.73 1.72 1.64
H -2.35 -4.40 0.23
H -1.51 -2.12 -0.01
H -1.24 -1.78 4.30
H -2.14 -4.02 4.51
H -1.16 0.16 3.91
H -0.36 2.30 4.79
H 0.84 4.44 4.39
H 1.89 4.83 2.15
H 1.77 3.06 0.46
```

Atomic partial charges in e from the Mulliken method, atoms 1 to 6: -0.58 -1.36 0.45 -1.54 0.12 -0.71